[1]
Below is a 3-piece molecular cluster, C13H11BrF16O5S overall, with properties calculated with the ωB97M-V functional and the def2-TZVPD basis.

Results
orbital gap = 10.57 eV
LUMO level = 0.3 eV
strongest force on any atom = 0.7 eV/Å

Cartesian coordinates (Å):
O 1.952 -5.311 1.709
C 3.052 -4.927 1.905
O 3.964 -4.654 0.924
C 4.975 -3.858 1.565
S 6.466 -3.742 0.582
C 5.020 -4.594 2.879
Br 5.979 -3.802 4.295
O 3.599 -4.673 3.126
H 4.530 -2.872 1.719
H 7.054 -2.865 1.405
H 5.349 -5.618 2.716
C -0.051 -0.492 0.741
C -0.037 -0.649 -0.784
C 1.028 -1.561 -1.405
F 2.262 -1.083 -1.143
F 0.857 -1.579 -2.745
F 0.006 0.564 -1.378
F -1.232 -1.230 -1.103
O 0.591 0.649 1.274
C 1.923 0.662 1.565
C 2.665 1.752 0.776
F 2.492 1.584 -0.548
F 3.987 1.657 1.051
F 2.489 -0.546 1.390
F 2.062 0.986 2.873
H -1.101 -0.347 0.991
H 0.281 -1.413 1.222
H 0.935 -2.580 -1.019
H 2.296 2.734 1.075
C -4.004 3.067 -2.799
C -2.966 3.794 -1.936
C -1.928 2.928 -1.217
F -2.523 2.084 -0.347
F -1.098 3.736 -0.519
F -3.570 4.621 -1.063
F -2.236 4.559 -2.806
O -5.266 2.845 -2.203
C -5.546 1.715 -1.494
C -5.952 2.035 -0.046
F -4.974 2.720 0.576
F -6.149 0.873 0.616
F -4.544 0.819 -1.536
F -6.632 1.130 -2.063
H -4.206 3.753 -3.621
H -3.585 2.155 -3.223
H -1.341 2.354 -1.935
H -6.873 2.620 -0.040

Results of the Mulliken charge analysis, in e, for atoms 1 through 6:
1. O -0.506
2. C 0.652
3. O -0.358
4. C -0.004
5. S -0.188
6. C 0.113



[2]
Below is a 9-piece molecular cluster, C30H76F18N6O5P3 overall at a distorted geometry, with properties calculated with the ωB97M-V functional and the def2-TZVPD basis.

Results
orbital gap (spin up / spin down) = 3.27 / 7.54 eV
total charge = +2
2S+1 = 2
LUMO level (spin up / spin down) = -4.3 / -4.3 eV
expectation value of S² = 0.753
strongest force on any atom = 4.3 eV/Å

Cartesian coordinates (Å):
C -2.569 -4.882 1.617
C -3.715 -4.227 0.863
O -4.612 -3.617 1.429
N -3.763 -4.418 -0.651
H -3.080 -5.135 -0.855
H -4.539 -4.950 -1.019
C -3.502 -3.107 -1.495
H -2.790 -5.639 2.368
H -2.096 -4.109 2.223
H -1.919 -5.247 0.822
H -2.438 -2.938 -1.662
H -3.805 -2.225 -0.932
H -4.035 -3.145 -2.446
C -1.690 2.699 3.050
C -2.750 1.733 3.662
O -3.512 2.140 4.535
N -2.716 0.272 3.140
H -2.366 0.186 2.196
H -2.039 -0.247 3.681
C -4.101 -0.400 2.971
H -1.739 3.015 2.008
H -0.656 2.439 3.277
H -1.558 3.575 3.684
H -4.476 -0.138 1.981
H -4.782 0.127 3.640
H -4.053 -1.460 3.217
C 0.950 0.233 -3.480
C 1.342 -0.600 -4.743
O 2.185 -0.249 -5.542
N 0.725 -2.080 -4.896
H -0.264 -2.050 -5.098
H 1.056 -2.425 -5.785
C 0.998 -3.089 -3.749
H 1.754 -0.018 -2.789
H -0.088 0.122 -3.167
H 1.120 1.287 -3.697
H 0.979 -2.552 -2.801
H 2.027 -3.350 -3.996
H 0.317 -3.935 -3.841
C -5.027 2.842 -0.841
N -4.733 2.979 -2.382
C -5.168 1.577 -3.007
C -5.625 4.001 -3.141
C -3.215 3.268 -2.693
C -2.877 4.843 -2.716
O -3.071 5.426 -1.476
H -4.441 2.028 -0.413
H -6.113 2.742 -0.845
H -4.835 3.799 -0.357
H -5.206 1.608 -4.096
H -6.092 1.287 -2.506
H -4.363 0.906 -2.705
H -5.432 4.875 -2.519
H -6.663 3.688 -3.253
H -5.080 4.194 -4.065
H -2.994 2.841 -3.671
H -2.593 2.737 -1.973
H -3.409 5.356 -3.517
H -1.810 5.002 -2.872
H -3.088 6.385 -1.511
C 3.212 -4.647 0.396
N 2.288 -4.303 1.612
C 2.672 -2.830 2.011
C 0.776 -4.289 1.165
C 2.514 -5.420 2.688
C 1.893 -5.063 4.085
O 0.512 -5.435 3.963
H 2.881 -5.624 0.045
H 4.196 -4.898 0.791
H 3.192 -3.815 -0.308
H 2.626 -2.207 1.117
H 3.628 -2.853 2.534
H 1.890 -2.393 2.631
H 0.867 -3.765 0.213
H 0.228 -3.621 1.828
H 0.382 -5.305 1.186
H 3.599 -5.409 2.788
H 2.249 -6.382 2.251
H 2.213 -4.082 4.435
H 2.286 -5.758 4.827
H 0.058 -5.222 4.781
C 4.981 0.037 2.788
C 3.629 0.759 2.904
C 3.312 1.494 1.620
C 4.186 2.726 1.314
N 4.113 3.143 -0.203
C 4.789 4.508 -0.412
C 6.371 4.403 -0.246
C 6.496 2.943 -0.804
C 5.156 2.285 -0.968
C 2.699 3.102 -0.821
C 1.787 4.211 -0.172
C 0.283 4.006 -0.659
H 5.880 0.624 2.598
H 4.950 -0.789 2.078
H 5.251 -0.401 3.749
H 3.449 1.526 3.657
H 2.851 0.028 3.123
H 2.240 1.693 1.598
H 3.516 0.740 0.859
H 5.247 2.748 1.561
H 3.767 3.629 1.759
H 4.449 4.890 -1.375
H 4.482 5.368 0.182
H 6.783 5.150 -0.924
H 6.731 4.448 0.782
H 6.990 2.903 -1.775
H 7.119 2.368 -0.119
H 4.783 2.242 -1.991
H 5.196 1.337 -0.430
H 2.339 2.073 -0.855
H 2.914 3.420 -1.841
H 2.152 5.230 -0.306
H 1.759 4.098 0.912
H 0.322 4.143 -1.740
H -0.281 4.837 -0.236
H -0.149 3.053 -0.354
P -0.678 -0.424 0.082
F 0.329 -0.754 1.229
F -0.332 -1.718 -0.773
F -1.853 -1.183 0.939
F -1.746 0.181 -1.015
F -0.996 0.959 0.802
F 0.571 0.249 -0.755
P -0.291 -1.456 5.425
F -1.624 -0.536 5.628
F -0.699 -1.410 3.794
F 0.589 -0.131 5.145
F 0.993 -2.399 5.219
F -0.034 -1.500 7.026
F -1.131 -2.827 5.529
P -2.854 -0.922 -5.109
F -3.404 0.573 -5.250
F -2.221 -0.641 -3.619
F -4.324 -1.435 -4.632
F -2.300 -2.449 -4.873
F -3.300 -1.338 -6.623
F -1.360 -0.467 -5.626

Results of the Mulliken charge analysis, in e, for atoms 1 through 6:
1. C -0.169
2. C 0.081
3. O -0.719
4. N -0.099
5. H 0.367
6. H 0.357



[3]
Below is an isolated ion of composition C3H8NOS and charge +1 at a distorted geometry, with properties calculated with the ωB97M-V functional and the def2-TZVPD basis.

Results
orbital gap (spin up / spin down) = 7.72 / 6.54 eV
total charge = +1
2S+1 = 3
LUMO level (spin up / spin down) = -4.0 / -7.7 eV
expectation value of S² = 2.008
ΔE to the lowest compared entry with this formula, charge and spin = 30.59 kcal per mole
strongest force on any atom = 6.8 eV/Å

Cartesian coordinates (Å):
C 2.704 -1.069 0.486
C -0.467 0.599 -0.259
C -1.218 1.465 0.754
N -0.258 -0.773 0.011
O 2.466 0.165 0.293
S 1.527 1.221 -0.352
H 3.650 -1.339 0.980
H 1.934 -1.847 0.243
H -0.727 0.824 -1.368
H -1.476 0.880 1.753
H -2.182 1.871 0.348
H -0.597 2.437 0.924
H -0.229 -1.555 -0.652
H -0.733 -0.946 0.881

Results of the Mulliken charge analysis, in e, for atoms 1 through 6:
1. C -0.294
2. C 0.100
3. C -0.943
4. N -0.460
5. O -0.197
6. S 0.370



[4]
Below is C6H9InO6 as an isolated structure at a distorted geometry, with properties calculated with the ωB97M-V functional and the def2-TZVPD basis.

Results
orbital gap = 2.03 eV
LUMO level = -5.9 eV
ΔE to the lowest compared entry with this formula, charge and spin = 176.86 kcal per mole
strongest force on any atom = 3.0 eV/Å

Cartesian coordinates (Å):
In -3.948 -1.512 1.709
C -2.586 -1.143 -5.298
C -3.004 -0.894 -3.908
O -2.709 0.268 -3.422
O -3.630 -1.706 -3.232
H -1.839 -0.527 -5.799
H -3.464 -0.799 -5.844
H -2.344 -2.196 -5.444
C 3.543 -1.719 0.247
C 2.124 -1.272 -0.076
O 2.083 -0.296 -0.832
O 1.144 -1.778 0.464
H 4.266 -1.611 -0.561
H 3.591 -2.737 0.635
H 3.927 -1.141 1.088
C 0.924 2.848 4.691
C -0.239 2.534 3.821
O -1.108 1.790 4.268
O -0.347 3.062 2.722
H 0.466 3.185 5.621
H 1.566 3.655 4.336
H 1.584 1.989 4.815

Results of the Mulliken charge analysis, in e, for atoms 1 through 6:
1. In 0.996
2. C -0.804
3. C 0.727
4. O -0.500
5. O -0.593
6. H 0.324



[5]
Below is a 2-piece molecular cluster, C3H11NO2S overall at a distorted geometry, with properties calculated with the ωB97M-V functional and the def2-TZVPD basis.

Results
orbital gap = 9.96 eV
LUMO level = 0.7 eV
ΔE to the lowest compared entry with this formula, charge and spin = 37.62 kcal per mole
strongest force on any atom = 5.2 eV/Å

Cartesian coordinates (Å):
C -0.863 0.129 1.019
O -1.645 -0.187 -0.218
C 0.524 -0.342 1.054
C 0.757 -1.095 2.415
S 2.381 -1.930 2.497
N 0.761 -1.433 -0.111
H -1.441 -0.070 1.963
H -0.810 1.151 1.044
H -1.107 0.136 -0.904
H 1.387 0.394 0.933
H 0.580 -0.494 3.375
H 0.173 -2.014 2.592
H 3.212 -0.813 2.459
H 0.149 -2.250 0.197
H 1.770 -1.679 -0.025
H -2.589 3.322 -6.417
H -1.608 3.650 -5.449
O -1.631 3.525 -6.422

Results of the Mulliken charge analysis, in e, for atoms 1 through 6:
1. C -0.753
2. O -0.527
3. C 0.301
4. C -0.854
5. S -0.239
6. N -0.618



- Which of these has the highest strongest force on any atom?
  C3H8NOS



- The highest strongest force on any atom belongs to which entry?
  C3H8NOS



- What is the formula in the third record?
  C3H8NOS